Density functional theory data (ωB97M-V with the def2-TZVPD basis set) for a molecular structure, C31H47NO2P2S2Y in a non-equilibrium geometry.

```
86
Properties=species:S:1:pos:R:3:forces:R:3
C 1.9220 0.6677 -4.2316 1.958 1.145 -1.572
H -5.3386 -0.8609 -1.0348 -0.074 0.291 -0.129
H -2.1799 -1.1506 4.5840 0.015 -0.220 0.064
C -1.9055 -2.1861 4.3359 -0.468 -0.098 0.243
H -2.0985 -0.7883 -3.5869 0.140 0.215 -0.380
H 4.4314 0.7697 -2.0595 0.353 0.130 0.052
H -0.8105 -2.6453 -4.4903 0.172 0.451 -0.085
P 4.1114 1.3559 0.2632 -0.821 0.171 -0.353
H 4.2498 3.7899 -0.3723 -0.159 -0.514 0.694
H 5.0304 2.4504 -1.7789 0.098 -0.486 0.171
H -2.5300 -1.9908 -2.0343 -0.149 -0.009 0.324
C 0.7345 -2.7216 1.7481 -1.677 -0.599 0.514
C -0.8051 2.2320 3.3338 -0.520 0.159 1.330
C 1.4224 -1.9095 2.6891 -0.026 0.188 -0.539
C 0.5098 -1.5602 3.7216 -2.381 -0.991 0.034
N -1.0120 1.1150 1.1186 -1.487 -0.436 0.287
H -1.7360 -2.1067 -0.4444 -0.222 0.120 -0.003
Y 0.2760 0.2685 -2.7627 -1.392 -1.401 4.905
C -0.6059 -1.6846 -4.9991 -0.182 -0.288 0.035
C 1.3395 1.5564 -5.3398 0.634 0.168 0.060
H -0.0767 0.4322 -6.5491 -0.196 0.316 0.510
H 1.4278 0.1282 4.6209 -0.017 -0.058 0.140
H -3.2340 2.0123 6.3674 0.367 -0.055 -0.473
H -1.0834 -1.7838 -5.9946 0.174 0.048 0.377
H -1.1901 -4.4171 0.8210 -0.176 0.035 0.107
H 3.3986 -2.0575 3.4701 -0.072 0.178 -0.055
H 0.5150 -3.6181 -0.1706 0.165 -0.007 -0.009
C -0.5601 -2.9939 2.2726 2.060 0.167 -1.721
C -1.2988 2.6911 5.6528 -0.261 -0.125 -0.335
H -0.0745 -0.3941 5.4017 0.122 -0.039 0.046
H -1.2368 2.2621 -1.1283 0.650 -0.513 -0.622
H 2.6410 1.1730 -3.5492 -0.196 -0.601 -0.646
H 2.3576 -1.3357 -3.5254 -0.206 0.465 -0.313
C -1.5547 -3.9498 1.7412 -0.112 -0.186 -0.175
H 0.5350 3.2938 4.6228 -0.232 -0.143 0.174
H -4.6704 0.1597 -2.3636 -0.258 -0.049 0.175
C 2.8497 -1.5432 2.6661 0.111 -0.193 -0.272
H 1.3646 -2.5179 -5.2916 -0.118 0.417 0.050
C 0.8356 -0.7484 4.9073 0.170 0.332 0.359
H 1.0713 -1.0884 -6.2537 0.119 -0.078 0.556
H 1.2680 3.1971 -2.7914 -0.365 -0.743 0.209
C -0.4296 2.7912 4.5541 0.004 -0.026 -0.358
H 1.3983 2.6191 -5.0447 -0.090 -0.467 0.115
H -1.7176 -2.7167 5.2835 -0.170 0.149 -0.187
C 0.7390 2.5314 -2.0840 -0.842 1.489 0.555
C -2.0965 0.9516 1.8753 2.256 -0.233 -1.469
C 1.7440 -0.7120 -4.2070 1.131 -0.788 -0.908
H 2.0487 -4.0135 0.6309 -0.142 0.150 -0.180
C -0.6525 2.4837 -2.0422 1.355 1.459 0.251
C 4.9487 1.4391 -1.3536 0.294 -0.569 -0.234
H -3.8957 1.0245 4.1443 0.375 0.083 0.165
H 2.8850 3.3776 0.7586 0.532 0.118 0.075
C -2.0382 1.5808 3.1840 0.451 0.369 1.539
C -1.2513 -0.5431 -4.2422 -1.282 -0.990 -1.084
H 1.3749 2.1515 -1.2525 -0.518 0.385 -0.231
H -2.7671 -2.6554 3.8465 0.073 0.070 0.179
H -5.2360 0.9376 -0.8498 -0.021 -0.243 -0.228
C -4.7670 0.0428 -1.2767 -0.133 -0.104 0.046
H -0.5608 2.0831 -6.2273 0.198 -0.305 0.236
C -1.0020 0.7706 -4.5927 -1.609 1.108 -1.494
S -3.4238 -0.1028 1.4145 0.273 0.617 0.463
H -1.7483 -4.7571 2.4639 -0.029 0.176 -0.141
C -2.5458 2.0540 5.5126 0.246 0.127 -0.253
H 3.3111 -1.8232 1.7137 0.017 0.058 0.177
C -0.7172 -2.2240 3.4610 2.218 1.719 1.470
O 1.3523 1.2549 2.1860 -1.551 0.552 -0.600
H -1.0122 3.1169 6.6207 -0.102 -0.174 -0.460
C 3.9388 3.1628 0.4927 -0.296 0.174 0.318
H 5.9365 0.9933 -1.1471 -0.042 0.231 -0.555
H -3.4821 -2.4833 -0.6035 0.304 0.075 -0.121
O 0.4051 3.2891 1.1734 -0.675 -1.091 0.278
C -2.9162 1.4938 4.2802 0.025 0.204 -0.407
H 2.9739 -0.4616 2.8022 0.106 -0.070 0.090
H 1.8040 -2.3971 -0.0569 -0.012 -0.199 -0.036
C -0.1060 1.1964 -5.7519 -0.423 0.153 -0.323
S 0.1621 2.0377 1.8691 1.093 0.236 0.746
H 4.5758 3.3512 1.3732 -0.301 0.493 -0.195
C 1.3026 -3.2181 0.4766 0.354 -0.303 -0.374
C 0.9298 -1.5042 -5.2422 0.485 -0.514 -0.238
H -1.6613 1.5686 -4.2133 0.176 -0.664 -0.317
P -3.0664 -0.0557 -0.6522 0.658 -0.278 -0.705
H -1.2340 2.9708 -2.8323 0.387 0.002 0.370
H 1.4207 -1.3309 5.6356 -0.111 0.211 -0.028
C -2.6699 -1.8293 -0.9538 -0.115 -0.250 -0.078
H 1.9703 1.5067 -6.2477 -0.127 -0.149 0.340
H -2.5141 -3.4554 1.5348 0.039 -0.157 0.053
```
Forces are in eV/Å.

Output
E = -79769.906 eV
Net charge = +1
Orbital gap (alpha / beta) = 2.60 / 2.61 eV
Energy above the lowest of the compared OMol25 structures with the same formula, charge and spin = 252.8 kcal/mol



Density functional theory data (ωB97M-V with the def2-TZVPD basis set) for a molecular structure, C31H47NO4P2Pt in a non-equilibrium geometry.

```
86
Properties=species:S:1:pos:R:3:forces:R:3
C 2.6354 -1.0441 -0.6148 0.391 -0.348 0.063
C 0.9453 -1.4487 1.2636 -1.793 -0.489 -0.695
H 0.4965 -2.1752 -5.9844 -0.059 0.318 0.143
Pt 0.8755 0.7646 1.1784 0.041 -0.205 1.482
O -3.8123 -4.0424 9.2587 1.990 -0.806 -1.586
C -0.0035 0.2907 -1.6006 -0.583 0.153 0.270
O -1.7908 -4.8780 8.9889 -1.846 0.781 -1.050
H 2.2546 -1.0575 4.2961 -0.132 0.131 0.108
C 3.7539 0.7296 2.7043 0.175 -0.209 0.044
H -0.8437 -3.9624 4.5480 -0.201 0.162 0.137
H -1.2690 0.6518 4.7604 0.140 0.340 0.104
C 0.7278 -1.2774 -5.3940 0.378 0.536 0.701
C 2.3616 1.2247 2.8261 -0.443 1.511 -0.546
N -2.8596 -4.4276 8.5352 -0.536 -0.969 4.073
H 0.7792 -1.5291 -4.3252 0.099 -0.071 -0.333
H 1.1679 2.6691 -8.9130 -0.078 0.018 0.381
C -0.6565 -0.1267 -7.5325 0.168 0.520 0.021
C 1.5801 -0.3153 4.7430 -0.124 -0.603 0.175
C -3.0122 -4.2990 7.1289 0.405 1.853 -1.879
H 1.9441 1.8645 -7.5005 -0.016 0.231 -0.146
H 2.2748 -1.4190 -1.5799 -0.060 0.200 0.127
H -4.7773 -2.2398 5.0919 0.359 0.034 0.050
C -0.9255 1.6848 4.6041 -0.535 -0.154 0.035
C 1.2994 2.6905 -7.8229 0.448 0.152 1.066
H -2.2080 3.9627 -7.7533 0.227 0.172 -0.124
H 2.0404 -0.0158 5.6968 -0.192 0.037 -0.212
H 1.1931 2.1182 -1.1830 -0.099 -0.355 0.228
H -2.9611 -0.4122 -5.6097 0.130 -0.242 0.122
O -3.3816 -1.6784 2.8557 -0.633 0.173 -0.686
C -0.3939 3.7738 2.3149 -0.268 -0.053 -0.178
H 3.4340 2.8451 0.8013 -0.086 0.190 0.011
H 0.6229 -0.8177 4.9411 0.296 0.182 0.093
H -2.1326 -1.2205 -4.2457 -0.169 -0.035 -0.263
C -3.9383 -2.8386 5.4457 -0.059 -0.145 -0.138
H 1.7525 3.6424 -7.5209 0.163 -0.267 -0.162
P -0.3517 2.5940 -7.0030 -0.022 -0.808 -3.187
H 0.0391 -1.8855 -1.3044 0.071 0.017 0.063
C 1.3879 0.8239 3.8214 -0.911 1.036 0.151
H -0.5830 1.3676 -9.1273 -0.305 0.117 0.376
H -2.1129 1.3723 -8.1807 0.397 -0.114 -0.047
C 0.4845 2.6325 2.6764 1.806 0.355 -0.659
H -0.3466 4.5766 3.0650 0.078 -0.202 -0.080
H 1.6949 -0.8620 -5.7094 -0.194 -0.236 0.116
H 3.1963 1.0653 -0.3410 -0.457 -0.111 0.190
H 3.7293 -1.1387 -0.6414 -0.271 0.020 -0.152
H 4.1839 0.9946 1.7355 0.002 -0.050 0.164
H -4.9610 -3.3525 7.2944 0.350 -0.050 -0.205
H -0.6989 4.9091 -7.5656 -0.259 -0.012 -0.259
H -1.4392 3.4448 2.2640 0.165 0.181 -0.053
C -4.0844 -3.5062 6.6647 0.764 -0.343 -0.105
C -1.1276 3.9723 -7.9393 -0.324 0.602 1.095
C -1.7432 -3.8210 5.1457 0.157 -0.154 -0.404
H -1.5157 -1.1262 -1.0275 0.180 -0.072 -0.147
C -1.8689 -4.5324 6.3347 -0.721 0.507 -0.186
H 0.2149 0.0850 -2.6590 0.102 0.047 0.147
H 0.3291 -0.4667 -7.8927 -0.371 0.130 0.144
C -2.0791 -0.9975 -5.3188 -0.245 0.641 0.804
H 3.8051 -0.3574 2.8277 0.017 0.164 -0.026
C 2.3159 0.4232 -0.4464 -0.842 0.805 -1.419
H -0.8758 0.9588 -1.5860 0.192 -0.055 -0.177
H -2.0411 -1.9283 -5.9011 0.134 0.299 0.179
C -0.4390 -1.0047 -0.8680 -0.245 0.077 -0.465
C 2.1429 -1.9645 0.5293 0.546 0.325 0.110
C -1.0191 1.2353 -8.1237 -0.327 -0.118 0.712
H 1.9451 3.7794 0.5241 0.233 0.048 0.007
H -1.0774 -5.1876 6.6851 -0.144 0.231 0.012
O -1.2290 -1.4695 3.6089 -2.733 -0.386 -0.913
H -0.7275 2.1538 5.5793 -0.035 -0.166 -0.209
H 1.9540 -2.9702 0.1318 -0.137 0.131 0.099
C -0.2380 -0.9717 0.6263 0.474 -1.390 0.643
H 0.8011 -1.8600 2.2643 0.097 0.515 -0.015
H -0.9255 3.8635 -9.0131 0.051 -0.139 0.350
H 3.0153 4.1883 1.8766 -0.060 -0.164 -0.109
C -2.7212 -2.8934 4.7304 -1.272 -0.835 0.860
H 2.9565 -2.0851 1.2569 -0.158 -0.002 -0.152
H 4.3857 1.1714 3.4854 -0.080 -0.027 -0.088
C 0.2787 1.7053 3.7437 0.824 -1.480 0.527
H -1.4145 -0.8803 -7.7959 0.405 0.132 0.139
C 1.1198 1.0515 -0.9342 1.620 -0.635 -0.402
C -2.4139 -1.9122 3.6116 4.023 -0.146 2.077
P -0.5700 0.0009 -5.6542 -0.233 -1.838 -1.916
C 1.8302 2.4124 2.1390 -0.402 -0.235 0.859
H -1.1405 -1.0932 1.2424 0.417 0.435 -0.252
H -1.7414 2.2437 4.1262 0.163 -0.147 0.227
C 2.6018 3.3569 1.2903 0.128 0.397 -0.057
H -0.0991 4.1974 1.3492 -0.140 -0.038 0.197
```
Forces are in eV/Å.

Output
E = -64391.396 eV
Net charge = +2
Orbital gap (alpha / beta) = 6.42 / 4.70 eV
Energy above the lowest of the compared OMol25 structures with the same formula, charge and spin = 0.0 kcal/mol
Spin multiplicity = 5